Entry from the OMol25 dataset: an isolated molecule of C2H8Br2Si3 (ωB97M-V/def2-TZVPD).

Each line ends with the Mulliken charge.
Element x y z (Å)
1 C -0.68 -0.74 -1.33  -1.056
2 C 0.60 0.52 1.39  -0.752
3 Si 0.58 -0.75 0.01  0.375
4 Si -2.28 1.54 -0.39  0.448
5 Si -0.50 2.04 0.98  0.430
6 Br -3.89 0.00 0.07  -0.254
7 Br 0.69 3.40 -0.33  -0.240
8 H -0.35 -0.36 -2.20  0.437
9 H -1.68 -1.26 -1.28  0.394
10 H -0.02 0.07 2.17  0.279
11 H 1.59 0.48 1.84  0.427
12 H 0.78 -1.94 0.85  -0.169
13 H 1.88 -0.60 -0.74  -0.137
14 H -3.14 2.30 -1.49  -0.032
15 H -0.97 2.82 2.13  -0.152

Output
orbital gap (spin up / spin down) = 7.10 / 7.02 eV
DFT total energy = -6097.47230 hartree
E_LUMO (spin up / spin down) = -1.040 / -1.035 eV
relative energy (zero: lowest compared OMol25 entry of this formula, charge and spin) = 65.3 kcal per mole



Entry from the OMol25 dataset: a structure of composition C3H8P2 (ωB97M-V/def2-TZVPD).

Each line ends with the Mulliken charge.
Element x y z (Å)
1 C -1.09 0.29 -0.12  -0.517
2 C -0.21 -0.47 2.38  -0.923
3 C 1.12 0.22 -2.35  -1.015
4 P -0.09 -0.96 0.62  -0.017
5 P 0.72 0.85 -0.18  0.018
6 H -1.34 0.07 -1.19  0.243
7 H -1.90 0.79 0.43  0.413
8 H -1.28 -0.22 2.47  0.260
9 H 0.65 0.26 2.56  0.286
10 H -0.11 -1.27 3.12  0.331
11 H 0.86 0.94 -3.14  0.280
12 H 0.50 -0.70 -2.32  0.299
13 H 2.17 0.21 -2.28  0.343

Output
orbital gap = 9.34 eV
DFT total energy = -801.72357 hartree
E_LUMO = 0.879 eV
relative energy (zero: lowest compared OMol25 entry of this formula, charge and spin) = 17.4 kcal per mole